{"formula": "C2H2N4O2", "method": "ωB97M-V/def2-TZVPD", "lumo_energy_ev": -1.744, "spin_multiplicity": 1, "total_energy_ha": -446.6841, "molar_mass_g_mol": 114.06, "fmax_ha_per_bohr": 0.1311, "gap_ev": 8.041, "smiles": "O/N=c1/nncno1", "elements": ["C", "C", "H", "H", "N", "N", "N", "N", "O", "O"], "positions_angstrom": [[0.295, -0.575, -0.052], [-1.612, 1.309, 0.290], [2.249, -0.072, 0.099], [-2.505, 1.963, 0.484], [1.121, -1.407, -0.483], [-1.128, -0.833, -0.332], [-1.936, -0.065, 0.021], [-0.339, 1.739, 0.165], [2.475, -0.938, -0.248], [0.542, 0.646, 0.547]], "forces_ev_per_a": [[-3.0, 1.8, -0.6], [3.5, 1.1, 0.1], [1.0, 0.9, 0.3], [1.4, -0.5, -0.8], [2.5, -0.1, 0.4], [5.0, -4.5, -0.7], [-4.4, 3.8, 1.2], [-4.1, -0.9, 1.5], [-2.2, -1.0, -0.4], [0.3, -0.8, -0.9]], "mulliken_charge": [0.593, 0.088, 0.379, 0.384, -0.242, -0.095, -0.201, -0.298, -0.316, -0.293]}